Entry 1:
63
Properties=species:S:1:pos:R:3 method="wB97M-V/def2-TZVPD" homo_lumo_gap_ev="2.8 / 2.8" e_homo_ev="-18.8923 / -18.8854" mol_weight_g_mol=684.7 total_energy_ha=-1890.229850 total_charge=+4
Ta 1.726 0.687 1.475
C -0.200 -0.802 3.378
N -0.016 -0.460 1.952
C -1.289 0.251 1.386
C 0.429 -1.799 1.209
C 1.643 -1.778 0.400
C 1.927 -2.777 -0.491
C 3.250 -2.848 -1.003
C 4.345 -2.061 -0.459
C 3.976 -1.019 0.307
C 2.637 -0.827 0.519
H 0.872 -0.798 3.721
H -0.847 -1.638 3.551
H -0.692 0.064 3.890
H -1.712 0.858 2.199
H -2.054 -0.467 1.172
H -1.078 0.865 0.530
H -0.406 -2.192 0.654
H 0.571 -2.520 2.013
H 1.138 -3.316 -0.944
H 3.518 -3.428 -1.868
H 5.377 -2.340 -0.523
H 4.676 -0.275 0.736
O 3.532 -6.116 4.560
Cl 2.909 -5.311 3.476
O 2.798 -5.991 2.135
O 1.691 1.953 0.098
O 2.372 1.065 3.065
N -7.107 -3.898 -0.650
C -5.656 -4.152 -0.981
C -5.404 -3.077 -2.003
N -5.828 -1.757 -1.473
H -7.322 -4.332 0.281
H -7.808 -4.278 -1.329
H -7.240 -2.842 -0.641
H -5.596 -5.133 -1.478
H -4.890 -4.033 -0.180
H -6.031 -3.302 -2.884
H -4.353 -3.013 -2.332
H -4.976 -1.192 -1.344
H -6.238 -1.268 -2.259
C -0.730 5.577 0.273
C 0.222 4.422 0.641
Sb 1.825 3.916 -0.668
C 4.046 3.671 0.034
C 4.871 4.713 -0.744
C 1.593 2.820 -2.692
C 0.317 2.025 -2.847
H -1.575 5.266 -0.408
H -0.197 6.432 -0.121
H -1.177 5.889 1.202
H -0.225 3.404 0.793
H 0.714 4.642 1.593
H 4.298 2.670 -0.283
H 4.073 3.694 1.091
H 4.604 4.658 -1.853
H 5.958 4.696 -0.724
H 4.543 5.722 -0.446
H 2.455 2.192 -2.561
H 1.812 3.609 -3.425
H 0.436 1.440 -3.791
H -0.675 2.566 -2.897
H 0.167 1.274 -2.031


Entry 2:
7
Properties=species:S:1:pos:R:3 method="wB97M-V/def2-TZVPD" homo_lumo_gap_ev=8.9 e_homo_ev=-8.3209 mol_weight_g_mol=78.5 total_energy_ha=-609.465286 total_charge=0 de_lowest_ev=4.556
C -0.419 -0.005 -0.047
N 0.628 0.682 -0.599
N 0.767 1.695 -1.387
Cl 2.510 2.086 -1.506
H -1.489 0.132 -0.527
H -0.151 -0.700 0.607
H 1.412 0.456 -0.013


Entry 3:
15
Properties=species:S:1:pos:R:3 method="wB97M-V/def2-TZVPD" smiles="O=CCCC=O.O" homo_lumo_gap_ev=10.6 e_homo_ev=-10.0922 mol_weight_g_mol=104.1 total_energy_ha=-382.889129 total_charge=0 de_lowest_ev=2.060
O -0.958 1.472 -0.058
C -1.189 0.381 0.375
C -1.480 -0.819 -0.474
C -0.493 -1.983 -0.278
C 0.908 -1.486 -0.409
O 1.932 -2.060 -0.133
H -0.958 0.066 1.442
H -2.481 -1.230 -0.335
H -1.477 -0.425 -1.492
H -0.668 -2.664 -1.135
H -0.624 -2.554 0.652
H 1.061 -0.444 -0.734
O 1.118 3.443 0.907
H 0.478 4.048 0.489
H 1.382 2.875 0.175


Entry 4:
119
Properties=species:S:1:pos:R:3 method="wB97M-V/def2-TZVPD" homo_lumo_gap_ev=7.7 e_homo_ev=-9.8541 mol_weight_g_mol=1056.1 total_energy_ha=-3923.920441 total_charge=+1 de_lowest_ev=0.950
Pb -0.404 0.204 -0.254
O -0.516 3.130 1.586
C -1.072 2.154 2.112
O -1.759 1.270 1.499
C -0.899 1.908 3.583
C -1.172 2.881 4.535
C -1.128 2.556 5.881
C -0.790 1.268 6.272
C -0.466 0.310 5.325
C -0.507 0.622 3.968
P -0.158 -0.649 2.682
C -1.491 -1.792 3.228
C -1.274 -3.006 3.873
C -2.353 -3.768 4.302
C -3.652 -3.328 4.100
C -3.874 -2.120 3.451
C -2.803 -1.359 3.014
C 1.366 -1.483 3.264
C 1.731 -2.632 2.564
C 2.879 -3.332 2.894
C 3.705 -2.867 3.907
C 3.376 -1.698 4.578
C 2.219 -1.003 4.253
H -1.442 3.877 4.210
H -1.377 3.300 6.625
H -0.782 1.009 7.322
H -0.198 -0.690 5.644
H -0.266 -3.360 4.051
H -2.181 -4.711 4.806
H -4.490 -3.914 4.453
H -4.884 -1.767 3.288
H -2.969 -0.418 2.507
H 1.098 -2.986 1.760
H 3.133 -4.238 2.356
H 4.599 -3.413 4.179
H 4.021 -1.324 5.364
H 1.980 -0.089 4.780
C 3.838 2.016 -1.521
O 3.490 1.961 -0.139
P 2.233 1.072 0.370
O 2.415 1.329 1.937
C 2.542 2.642 2.518
O 2.768 -0.444 0.247
C 4.073 -0.834 0.707
H 4.887 2.297 -1.573
H 3.233 2.761 -2.039
H 3.704 1.045 -2.000
H 2.585 2.491 3.594
H 1.689 3.263 2.256
H 3.461 3.115 2.173
H 4.150 -1.903 0.530
H 4.179 -0.625 1.770
H 4.847 -0.307 0.149
C -3.359 5.705 -0.360
C -2.524 4.552 0.163
O -1.654 4.134 -0.893
P -0.470 3.035 -0.903
O -0.280 3.103 -2.549
C -1.337 3.148 -3.499
C -1.121 4.318 -4.442
O 0.947 3.741 -0.577
C 1.503 4.869 -1.274
C 0.679 6.139 -1.150
H -4.054 6.037 0.411
H -3.930 5.400 -1.237
H -2.715 6.540 -0.634
H -3.159 3.716 0.467
H -1.938 4.869 1.022
H -2.300 3.252 -2.994
H -1.326 2.211 -4.065
H -1.150 5.255 -3.887
H -1.899 4.338 -5.206
H -0.147 4.228 -4.924
H 1.632 4.616 -2.328
H 2.482 5.008 -0.813
H -0.245 6.038 -1.714
H 1.243 6.984 -1.544
H 0.433 6.330 -0.105
C -2.497 -3.523 0.232
P -0.995 -2.945 -0.661
C -1.573 -3.362 -2.367
C 0.139 -4.365 -0.411
C 1.136 -4.613 -1.355
C 2.008 -5.678 -1.199
C 1.910 -6.501 -0.085
C 0.946 -6.239 0.877
C 0.066 -5.178 0.717
H -2.702 -4.570 0.006
H -3.338 -2.908 -0.091
H -2.386 -3.396 1.306
H -1.776 -4.430 -2.442
H -0.834 -3.085 -3.116
H -2.487 -2.803 -2.568
H 1.223 -3.972 -2.225
H 2.766 -5.872 -1.947
H 2.580 -7.342 0.032
H 0.874 -6.867 1.756
H -0.683 -4.990 1.477
C 1.555 -0.562 -3.048
N 0.573 -0.813 -4.080
C 0.913 -1.894 -4.993
C -0.716 -0.414 -3.882
N -1.112 -0.028 -2.705
N -1.536 -0.471 -4.981
C -2.975 -0.435 -4.813
C -1.091 -0.038 -6.298
H 2.547 -0.576 -3.498
H 1.529 -1.313 -2.247
H 1.368 0.420 -2.613
H 1.346 -2.730 -4.437
H 1.646 -1.571 -5.735
H 0.025 -2.249 -5.507
H -2.033 0.396 -2.738
H -3.263 -0.924 -3.885
H -3.431 -0.983 -5.638
H -3.375 0.586 -4.823
H -0.018 0.131 -6.307
H -1.584 0.902 -6.564
H -1.350 -0.783 -7.052


Entry 5:
243
Properties=species:S:1:pos:R:3 method="wB97M-V/def2-TZVPD" homo_lumo_gap_ev=4.2 e_homo_ev=-5.3664 mol_weight_g_mol=1518.9 total_energy_ha=-5388.017901 total_charge=0
C 1.831 11.667 1.788
C 0.684 10.736 1.306
C -0.344 10.254 2.366
C 0.228 9.207 3.379
N -0.818 8.717 4.452
C -1.298 9.885 5.333
C -1.621 9.293 6.763
C -0.944 7.974 6.789
C -0.172 7.809 5.453
C -2.006 8.025 3.784
C -1.543 6.950 2.842
C -2.675 6.184 2.147
H 1.416 12.577 2.220
H 2.507 11.872 0.958
H 2.420 11.212 2.585
H 1.155 9.834 0.916
H 0.200 11.319 0.522
H -1.161 9.782 1.819
H -0.655 11.146 2.910
H 1.074 9.581 3.956
H 0.694 8.312 2.967
H -2.086 10.380 4.765
H -0.501 10.626 5.404
H -2.685 9.200 6.978
H -1.220 9.922 7.558
H -1.698 7.204 6.624
H -0.320 7.810 7.667
H -0.085 6.773 5.126
H 0.846 8.180 5.575
H -2.604 8.831 3.360
H -2.570 7.601 4.615
H -0.952 6.101 3.187
H -0.896 7.406 2.093
H -2.323 5.398 1.478
H -3.203 6.812 1.429
H -3.332 5.646 2.831
C -2.450 0.655 -4.701
C -2.964 2.153 -4.838
C -3.325 2.509 -6.240
C -2.121 2.509 -7.223
N -2.469 2.979 -8.641
C -1.297 3.108 -9.643
C -1.583 4.271 -10.519
C -2.452 5.266 -9.754
C -2.984 4.416 -8.572
C -3.471 1.966 -9.246
C -2.951 0.524 -9.297
C -3.890 -0.306 -10.206
H -1.928 0.156 -5.517
H -3.416 0.166 -4.579
H -1.849 0.578 -3.795
H -2.091 2.781 -4.656
H -3.769 2.474 -4.176
H -3.802 3.489 -6.206
H -4.076 1.777 -6.539
H -1.589 1.570 -7.375
H -1.380 3.226 -6.869
H -1.254 2.173 -10.202
H -0.331 3.216 -9.148
H -2.013 3.820 -11.414
H -0.692 4.710 -10.969
H -3.175 5.712 -10.438
H -1.796 6.004 -9.293
H -4.068 4.301 -8.556
H -2.570 4.765 -7.626
H -3.704 2.344 -10.242
H -4.434 2.034 -8.741
H -2.947 0.140 -8.276
H -1.948 0.431 -9.713
H -4.823 -0.499 -9.676
H -3.517 -1.284 -10.507
H -3.996 0.228 -11.150
C 2.101 -9.687 1.403
C 1.333 -8.591 2.220
C 1.309 -8.768 3.747
C 2.672 -8.749 4.553
N 2.271 -8.682 6.113
C 3.585 -8.702 6.913
C 3.301 -9.431 8.219
C 2.341 -10.542 7.815
C 1.649 -10.037 6.546
C 1.339 -7.491 6.579
C 1.797 -6.071 6.125
C 0.765 -4.985 6.204
H 3.120 -9.840 1.757
H 2.069 -9.394 0.353
H 1.685 -10.690 1.501
H 0.303 -8.697 1.881
H 1.582 -7.588 1.874
H 0.832 -9.711 4.011
H 0.825 -7.866 4.124
H 3.271 -7.883 4.271
H 3.270 -9.644 4.379
H 3.970 -7.683 6.962
H 4.268 -9.319 6.331
H 2.868 -8.733 8.935
H 4.270 -9.730 8.620
H 1.517 -10.548 8.529
H 2.723 -11.554 7.679
H 0.574 -9.892 6.648
H 1.906 -10.762 5.774
H 1.389 -7.578 7.665
H 0.320 -7.730 6.274
H 2.022 -6.211 5.068
H 2.737 -5.823 6.618
H 0.540 -4.951 7.270
H -0.117 -5.268 5.631
H 1.222 -4.031 5.942
C -0.224 -6.169 -8.544
C -0.227 -5.306 -7.214
N 0.791 -5.668 -6.111
C 2.146 -5.303 -6.720
C 0.536 -4.665 -4.884
C 1.317 -4.955 -3.596
C 0.793 -7.148 -5.724
C -0.594 -7.632 -5.234
O -1.065 -6.917 -4.129
C -2.339 -7.482 -3.716
H -0.710 -7.093 -8.232
H 0.751 -6.411 -8.966
H -0.840 -5.772 -9.351
H -1.203 -5.258 -6.730
H -0.019 -4.280 -7.516
H 2.499 -6.041 -7.440
H 2.821 -5.238 -5.867
H 1.989 -4.309 -7.141
H -0.540 -4.621 -4.716
H 0.732 -3.675 -5.298
H 1.057 -5.969 -3.293
H 1.184 -4.208 -2.814
H 2.399 -5.061 -3.677
H 1.573 -7.157 -4.963
H 1.083 -7.783 -6.560
H -0.416 -8.686 -5.023
H -1.334 -7.664 -6.034
H -2.996 -6.789 -3.190
H -2.141 -8.222 -2.941
H -2.983 -7.942 -4.465
C 3.521 -0.071 0.516
C 1.993 -0.111 0.427
N 1.296 0.594 1.610
C 1.698 -0.054 2.950
C 1.662 2.038 1.582
C 1.351 2.769 0.230
C -0.273 0.481 1.498
C -0.875 -0.896 1.645
O -0.452 -1.878 0.673
C -1.180 -3.131 0.801
H 3.913 0.928 0.702
H 3.985 -0.517 -0.364
H 3.826 -0.679 1.368
H 1.670 -1.152 0.420
H 1.635 0.336 -0.500
H 2.740 0.018 3.263
H 1.470 -1.118 2.888
H 1.050 0.351 3.726
H 2.597 2.232 2.108
H 1.022 2.443 2.367
H 1.901 2.499 -0.671
H 1.543 3.824 0.430
H 0.309 2.716 -0.085
H -0.544 0.715 0.469
H -0.641 1.195 2.235
H -1.936 -0.648 1.620
H -0.651 -1.296 2.634
H -2.195 -2.936 0.454
H -1.277 -3.509 1.818
H -0.835 -3.904 0.115
C -2.921 2.699 6.331
O -3.266 3.625 7.406
O -1.583 3.035 5.989
C -3.184 1.214 6.770
F -2.355 0.737 7.671
F -4.420 1.082 7.334
F -3.133 0.450 5.691
C -4.617 4.113 7.363
C -4.715 4.778 8.803
H -4.821 4.109 9.657
H -3.940 5.480 9.112
H -5.604 5.406 8.860
H -5.406 3.365 7.298
H -4.708 4.946 6.665
H -3.522 2.982 5.467
C 2.725 1.456 -6.354
O 3.144 2.588 -7.230
O 2.265 0.546 -7.313
C 3.869 1.215 -5.272
F 3.743 2.041 -4.258
F 3.760 0.042 -4.630
F 5.117 1.256 -5.725
C 3.430 3.796 -6.616
C 3.445 5.015 -7.540
H 2.412 5.185 -7.843
H 3.925 5.876 -7.074
H 4.158 4.675 -8.291
H 4.443 3.772 -6.215
H 2.757 4.228 -5.877
H 1.816 1.799 -5.861
C -3.949 -7.473 4.378
O -4.852 -6.660 5.138
O -3.465 -8.471 5.292
C -4.568 -7.853 2.952
F -3.658 -8.444 2.184
F -5.605 -8.683 3.047
F -5.018 -6.859 2.159
C -5.326 -5.375 4.813
C -5.464 -4.591 6.099
H -6.288 -4.960 6.709
H -4.629 -4.713 6.789
H -5.495 -3.508 5.988
H -6.219 -5.380 4.189
H -4.599 -4.858 4.187
H -3.131 -6.795 4.134
C 6.209 -2.476 5.767
O 5.467 -2.915 4.577
O 7.549 -2.433 5.442
C 5.458 -1.302 6.450
F 6.040 -0.962 7.649
F 5.319 -0.145 5.885
F 4.221 -1.761 6.770
C 5.543 -4.354 4.276
C 4.922 -4.524 2.914
H 3.905 -4.149 2.793
H 5.448 -4.103 2.058
H 4.864 -5.555 2.566
H 5.217 -4.979 5.107
H 6.557 -4.748 4.195
H 6.024 -3.297 6.459
C -0.500 8.641 -4.008
O 0.644 9.502 -3.936
O -0.788 8.344 -5.340
C -0.673 7.563 -2.958
F -0.254 8.008 -1.746
F -1.885 6.980 -2.826
F 0.051 6.495 -3.188
C 1.950 8.939 -4.031
C 3.066 9.983 -3.994
H 2.669 10.880 -4.469
H 3.288 10.295 -2.973
H 3.936 9.676 -4.574
H 2.025 8.550 -5.046
H 2.200 8.091 -3.394
H -1.233 9.324 -3.578